The following is a DFT calculation (ωB97M-V/def2-TZVPD) of 12 unconnected molecules or ions with the total composition C21H60O15 at a distorted geometry.

Summary:
Net charge ... 0
ΔE to the lowest compared entry with this formula, charge and spin ... 0.00 kJ/mol
Orbital gap ... 10.2 eV
Energy ... -53460.235 eV

Last column: Mulliken charge in e.
Cartesian coordinates (Å):
C (-0.416797, 4.600004, 3.619783)  -1.080
C (-1.598287, 4.045081, 2.832853)  0.147
O (-2.222994, 2.937086, 3.516408)  -0.360
C (-1.803880, 1.690676, 3.272530)  0.822
C (-2.623245, 0.741525, 4.121383)  -1.177
O (-0.879263, 1.330717, 2.565311)  -0.451
H (0.082204, 3.743311, 4.069468)  0.294
H (-0.722800, 5.311141, 4.398358)  0.338
H (0.254656, 5.111907, 2.890778)  0.278
H (-2.392614, 4.802064, 2.803461)  0.304
H (-1.333927, 3.745993, 1.802994)  -0.023
H (-3.620165, 0.702332, 3.683882)  0.190
H (-2.715662, 1.059447, 5.179893)  0.355
H (-2.223213, -0.265845, 4.052471)  0.306
C (-7.580257, -0.850680, 0.348012)  -1.018
C (-6.791365, -1.396117, 1.533333)  -0.255
O (-5.503146, -1.987967, 1.223004)  -0.382
C (-4.453198, -1.147435, 1.102191)  0.707
C (-3.239299, -1.970888, 0.888583)  -0.452
O (-4.531639, 0.056088, 1.138395)  -0.519
H (-8.464530, -0.358944, 0.694665)  0.382
H (-7.780116, -1.614818, -0.418958)  0.295
H (-7.022484, -0.011120, -0.154323)  0.232
H (-6.657741, -0.675561, 2.335745)  0.296
H (-7.355518, -2.221526, 1.965008)  0.325
H (-3.577897, -2.907971, 0.498931)  0.394
H (-2.818207, -2.192535, 1.887254)  0.371
H (-2.440785, -1.515236, 0.288284)  -0.313
C (6.008698, -3.623295, 2.665100)  -1.339
C (4.549801, -3.624980, 2.265340)  0.099
O (4.553736, -3.374624, 0.830335)  -0.262
C (3.460533, -3.498595, 0.127720)  0.928
C (3.722973, -3.305511, -1.346784)  -0.903
O (2.418152, -3.896946, 0.628873)  -0.646
H (6.132755, -3.761888, 3.733683)  0.426
H (6.474350, -2.661551, 2.471084)  0.320
H (6.560651, -4.416257, 2.172932)  0.320
H (4.085942, -4.570185, 2.555874)  0.304
H (3.997538, -2.833362, 2.765499)  0.064
H (2.911456, -3.634143, -1.984744)  0.252
H (4.638644, -3.836967, -1.531042)  0.434
H (3.904093, -2.245132, -1.510237)  -0.004
C (0.834620, 0.281431, -4.206153)  -0.138
O (1.767011, 1.225606, -4.787664)  -0.545
H (1.250581, -0.735652, -4.066778)  0.172
H (0.602728, 0.710568, -3.214301)  -0.395
H (-0.066121, 0.144972, -4.803213)  0.491
H (1.590638, 1.264019, -5.726123)  0.285
C (1.595583, 3.907030, -2.048595)  -0.681
O (2.757719, 3.202559, -1.589372)  -0.553
H (1.914027, 4.594086, -2.822672)  0.335
H (0.811875, 3.220497, -2.338800)  0.169
H (1.292965, 4.466561, -1.202290)  0.283
H (3.150170, 2.758748, -2.378898)  0.350
C (-0.071574, 0.177440, -0.677911)  -0.674
O (0.876338, -0.802738, -1.036928)  1.156
H (0.404243, 1.154881, -0.636776)  0.256
H (-0.814338, 0.229514, -1.484317)  0.098
H (-0.604234, -0.048722, 0.244956)  0.200
H (1.632640, -0.843519, -0.433758)  -0.395
C (4.255740, 0.517593, -2.479735)  -0.354
O (4.111045, 1.641294, -3.315320)  -0.708
H (4.933102, 0.688206, -1.627472)  0.386
H (3.222567, 0.325176, -2.154944)  -0.157
H (4.636703, -0.292707, -3.105189)  0.371
H (3.425326, 1.340281, -3.938532)  0.369
C (2.857901, 2.890776, 1.539065)  -0.782
O (3.156059, 1.877571, 0.607926)  -0.447
H (1.794851, 2.826955, 1.827174)  0.163
H (3.411774, 2.755685, 2.448592)  0.356
H (3.194081, 3.852042, 1.131281)  0.315
H (3.054656, 2.217342, -0.300713)  0.389
C (-2.960450, 2.184554, -0.696461)  -0.192
O (-2.367858, 3.392679, -0.266090)  -0.455
H (-2.503296, 1.499320, -0.012935)  -0.211
H (-4.032188, 2.282393, -0.724621)  0.405
H (-2.567069, 1.999754, -1.705840)  0.265
H (-2.689122, 4.124560, -0.837996)  0.214
C (-3.463138, -1.423597, -2.855808)  -0.632
O (-2.216698, -1.156369, -3.369548)  -0.503
H (-3.500711, -1.132474, -1.787592)  0.060
H (-4.221306, -0.827252, -3.409049)  0.285
H (-3.686141, -2.482873, -2.913384)  0.331
H (-1.493108, -1.618459, -2.920851)  0.309
C (2.038415, -0.831031, 2.080051)  -0.807
O (2.826994, -0.761089, 0.884061)  -0.159
H (1.282722, -0.052133, 2.149297)  0.146
H (1.519997, -1.785997, 2.040664)  0.338
H (2.615578, -0.760005, 3.020706)  0.354
H (3.296015, 0.052601, 0.798850)  0.128
C (-0.495385, -3.593079, -2.106421)  -0.492
O (0.027796, -2.473343, -2.819418)  -0.710
H (-1.580150, -3.585673, -2.100417)  0.109
H (-0.210589, -4.511707, -2.612005)  0.279
H (-0.105457, -3.615640, -1.086664)  0.209
H (0.519363, -1.949957, -2.154407)  0.416

Force components x, y, z for each atom (eV/Å):
C 0.10 0.01 -0.68
C -0.24 0.39 -0.34
O 0.26 0.05 -0.39
C 0.57 -0.76 0.73
C -0.25 -0.14 0.02
O -0.85 0.93 0.24
H 0.40 0.20 0.05
H 0.09 -0.28 -0.19
H -0.29 -0.34 0.73
H 0.14 -0.28 -0.28
H -0.12 0.08 0.60
H -0.17 0.11 0.08
H 0.16 -0.05 -0.73
H 0.22 0.04 0.09
C 1.89 0.87 -0.93
C -0.30 -0.46 0.16
O -0.65 0.55 0.00
C -0.36 0.36 -0.51
C 1.01 -0.03 0.79
O -0.08 -0.28 0.25
H -0.84 -0.14 0.29
H -0.11 0.22 0.45
H -0.25 -0.90 0.42
H 0.07 0.33 -0.18
H 0.09 -0.13 0.01
H 0.17 -0.59 -0.45
H -0.07 0.13 -0.35
H -0.51 0.02 0.16
C 0.03 0.28 0.31
C 0.31 0.15 -0.12
O 1.40 0.17 0.94
C -2.13 -1.54 0.20
C -0.13 0.61 0.71
O 0.45 0.64 -0.61
H -0.25 -0.22 0.28
H 0.06 0.07 -0.36
H 0.07 -0.04 -0.21
H -0.15 0.00 -0.60
H -0.08 0.14 -0.12
H -0.13 -0.13 0.17
H 0.38 -0.21 -0.47
H 0.07 0.09 -0.13
C 0.23 -0.05 0.76
O -0.27 -0.55 0.07
H 0.16 0.65 -0.12
H -0.16 -0.46 -0.53
H -0.07 0.34 0.06
H 0.14 0.04 -0.27
C 1.20 -0.46 0.38
O -0.11 -0.15 -1.05
H -0.35 0.08 -0.42
H -0.26 -0.04 -0.35
H -0.69 0.68 0.73
H 0.26 0.08 0.45
C -0.24 0.22 -0.52
O -0.02 -0.43 -0.41
H -0.01 0.22 0.36
H 0.11 -0.15 0.11
H 0.20 0.06 0.23
H 0.22 0.24 0.62
C -0.50 -0.40 0.13
O 0.24 0.69 -0.56
H -0.34 0.19 -0.42
H 0.45 -0.77 0.59
H 0.01 -0.35 0.40
H 0.03 0.57 -0.31
C -0.34 0.14 -0.41
O 0.56 -0.77 0.33
H 0.17 0.52 -0.28
H 0.50 -0.38 0.44
H -0.59 0.09 0.13
H -0.28 0.40 0.16
C 1.30 0.77 -1.00
O -0.20 2.05 -0.33
H -0.65 -1.00 0.28
H -0.45 -0.58 0.34
H -0.37 -0.48 0.01
H 0.38 -0.74 0.63
C -0.71 0.45 0.88
O 0.72 0.92 -0.99
H -0.35 -0.03 -0.26
H 0.44 -0.48 0.32
H -0.43 -0.36 -0.10
H 0.15 -0.21 -0.17
C 0.12 0.18 0.09
O -0.72 -1.94 0.39
H -0.08 0.27 -0.30
H 0.11 -0.12 0.07
H 0.15 -0.19 -0.52
H 0.28 1.65 0.23
C 0.44 -0.18 -0.17
O -0.09 -0.50 0.23
H -0.34 0.17 0.14
H 0.18 -0.16 -0.03
H -0.10 -0.05 0.01
H -0.04 0.31 -0.04